# 1
DFT (ωB97M-V/def2-TZVPD) results for a gas-phase ion, C3H8BrN2 (charge +1).

Total charge: +1
Highest occupied orbital energy (alpha / beta) in hartree: -0.3767 / -0.5475
⟨S²⟩: 2.009
Relative energy (zero: lowest compared OMol25 entry of this formula, charge and spin) in kJ/mol: 0.0
Kohn-Sham gap (alpha / beta) in eV: 7.081 / 7.589
Electronic energy in eV: -76251.779
2S+1: 3

Each line ends with the Mulliken charge.
Cartesian coordinates (Å):
H  -0.07557  2.18031  -0.91062  0.246
H  0.15265  -1.57163  -1.15568  0.350
H  -0.80331  0.30892  -2.17853  0.383
H  -0.56294  -1.75692  1.09233  0.434
H  1.16101  -0.27830  -0.78648  0.328
H  -1.84787  -0.17169  -0.78258  0.390
N  0.25774  -0.72977  -0.58549  -0.197
C  -0.92967  0.32249  -1.09758  -0.526
H  -1.07011  1.72497  0.37656  0.247
C  0.20283  -1.04716  0.81859  -0.234
H  0.94898  -0.77199  2.77396  0.468
C  0.99402  -0.49352  1.73417  -0.494
Br  2.36925  0.72420  1.28122  -0.047
N  -0.79702  1.56009  -0.57987  -0.347

Cartesian forces (eV/Å) of the 2 atoms listed first:
H -0.1 0.0 -0.1
H 0.1 0.0 0.0

***

# 2
DFT (ωB97M-V/def2-TZVPD) results for 7 unconnected molecules or ions with the total composition C18H52FN4O6.

Total charge: -1
Highest occupied orbital energy in hartree: -0.1365
Relative energy (zero: lowest compared OMol25 entry of this formula, charge and spin) in kJ/mol: 338.2
Kohn-Sham gap in eV: 6.213
Electronic energy in eV: -40466.756
2S+1: 1

Each line ends with the Mulliken charge.
Cartesian coordinates (Å):
H  -2.74091  -9.49789  -36.08268  0.271
H  0.99479  -1.64351  -40.92399  0.266
H  -7.16362  -3.08318  -40.19693  0.234
N  0.43579  -3.27898  -33.19160  -0.625
H  4.39833  0.39103  -36.80100  0.324
H  -4.83296  1.57172  -34.23821  0.233
F  -2.98667  -3.56176  -36.52717  -0.970
H  -5.24566  -2.15567  -39.08066  0.324
H  -0.01194  -0.17360  -39.43048  0.363
C  -0.54249  -5.18811  -31.98800  -0.873
H  -2.59812  -6.83580  -41.15588  0.255
H  4.27753  -0.44592  -39.80599  0.319
O  3.37392  -0.98658  -37.94135  -0.317
H  0.07592  -3.28781  -29.81973  0.369
H  2.56659  -1.63859  -41.08646  0.269
H  -9.42331  -6.91533  -32.79885  0.336
C  0.54663  -7.29802  -31.91719  -0.701
H  -3.86487  -1.04180  -34.72731  0.341
H  -5.18930  0.40869  -35.49495  0.215
C  -3.28445  -8.28303  -39.93334  0.392
C  0.96347  0.08181  -39.01644  -1.464
H  0.98189  -0.46815  -38.07554  0.371
C  -4.38258  0.82382  -34.89081  -0.543
C  2.15179  -0.34846  -39.90084  0.456
H  -3.75250  -7.74545  -37.84055  0.473
H  -0.51019  -2.95506  -33.33406  0.255
H  -6.30001  -11.01253  -31.14281  0.242
C  -6.54490  -10.53606  -32.09208  -0.685
N  -2.49062  -7.01302  -40.16737  -0.717
H  -3.72543  1.25712  -35.64479  0.242
H  3.60432  0.90586  -38.90870  0.382
C  -2.23167  -10.02820  -36.88738  -0.704
C  0.46690  -3.94569  -31.90521  0.520
H  2.12081  0.31622  -40.76419  0.299
H  -7.22334  -1.44885  -40.99644  0.206
H  -3.15747  -10.44479  -40.73300  0.338
H  -7.32749  -5.24666  -34.27395  0.248
H  -0.92682  -2.52810  -31.04362  0.295
H  -6.51987  -8.62412  -33.89117  0.253
H  1.21265  -7.94760  -32.48514  0.241
C  -3.36061  -8.57686  -38.42643  -0.733
C  4.44081  -0.67345  -37.03161  -0.765
H  -2.81514  -10.87376  -37.25164  0.322
H  -5.68041  -10.63121  -32.74911  0.279
H  -4.09627  -9.37343  -38.31509  0.376
H  -8.58669  -6.72245  -31.24893  0.317
N  -7.28292  -6.25565  -34.26648  -0.781
H  -0.16830  -8.01441  -31.51250  0.259
H  1.10878  -6.79313  -31.13159  0.321
C  -7.28406  -6.89529  -32.94369  0.492
H  -1.63691  -9.61739  -40.39163  0.333
H  -7.31953  -11.04656  -32.66430  0.293
C  -8.57594  -6.44253  -32.30232  -1.357
H  -7.61978  -1.64854  -39.32653  0.229
H  0.91226  1.13781  -38.75124  0.325
H  0.84371  -2.16822  -30.90980  0.428
H  -4.27930  -8.19766  -40.37047  0.243
C  -7.28274  -8.48019  -33.12606  -0.643
H  -8.16394  -8.98378  -33.52350  0.353
H  5.45030  -1.06030  -37.17081  0.265
H  -1.25563  -10.41723  -36.59735  0.245
O  -6.83937  -9.15124  -31.97442  -0.315
O  -2.10699  -9.06843  -37.91380  -0.357
H  1.00235  -2.45447  -33.05272  0.250
N  1.84534  -1.63296  -40.37943  -0.706
C  3.45369  -0.14422  -39.15919  -0.645
O  -3.84674  -0.25591  -34.17626  -0.507
O  -5.60606  -1.64348  -39.80824  -0.504
H  -2.60790  -9.31011  -41.84690  0.371
H  -0.78519  -5.52505  -30.98019  0.410
C  -6.95365  -2.01743  -40.10645  -0.498
H  -8.73408  -5.36413  -32.31443  0.389
H  -6.36249  -6.66447  -32.40932  0.306
C  0.06728  -2.93087  -30.84959  -1.449
C  -2.64955  -9.48112  -40.77121  -1.366
H  -2.99787  -6.19315  -39.86633  0.254
H  1.50537  -4.18249  -31.67367  0.265
O  -0.00856  -6.29748  -32.76991  -0.339
H  4.11101  -1.20280  -36.13768  0.257
H  -1.44011  -4.88296  -32.52583  0.374
H  -6.31496  -6.20996  -34.55117  0.270

Cartesian forces (eV/Å) of the 2 atoms listed first:
H 0.0 -0.6 0.6
H -0.4 0.2 0.3

***

# 3
DFT (ωB97M-V/def2-TZVPD) results for a single C3H4N2O molecule.

Highest occupied orbital energy in hartree: -0.3661
Relative energy (zero: lowest compared OMol25 entry of this formula, charge and spin) in kJ/mol: 277.0
Kohn-Sham gap in eV: 10.590
Electronic energy in eV: -8201.014
2S+1: 1
SMILES: [H]/N=C(\O)[C@@H]1C=N1

Each line ends with the Mulliken charge.
Cartesian coordinates (Å):
H  -1.52870  -0.22222  -0.46542  0.292
C  -0.05458  0.82667  -1.66749  -0.257
O  -0.10978  -1.41294  1.37048  -0.515
C  0.32539  -0.30002  0.70859  0.512
H  -0.76307  -1.91634  0.86663  0.322
H  1.63141  0.04717  2.01659  0.273
N  -0.39545  1.62390  -0.76948  -0.399
C  -0.50455  0.15208  -0.46106  0.082
H  0.13029  0.78296  -2.73764  0.303
N  1.26905  0.41875  1.13881  -0.615

Cartesian forces (eV/Å) of the 2 atoms listed first:
H 0.1 -0.1 0.2
C -0.3 0.1 0.2

***

# 4
DFT (ωB97M-V/def2-TZVPD) results for 8 unconnected molecules or ions with the total composition C5H23NO9.

Highest occupied orbital energy in hartree: -0.3384
Relative energy (zero: lowest compared OMol25 entry of this formula, charge and spin) in kJ/mol: 325.7
Kohn-Sham gap in eV: 9.262
Electronic energy in eV: -25473.942
2S+1: 1
SMILES: C[C@H](C=O)N(C)C=O.O.O.O.O.O.O.O

Each line ends with the Mulliken charge.
Cartesian coordinates (Å):
C  -3.16936  0.71261  -0.31164  -0.120
H  -1.71743  -1.47996  -2.17144  0.280
H  3.02589  -1.31752  -3.16929  0.298
C  -2.35356  -1.48756  1.69964  -1.320
H  1.77753  -2.09273  -3.45614  0.279
H  -3.40260  -1.84844  -1.53656  0.416
O  2.28572  2.31932  -1.19287  -0.624
H  -2.68092  -2.52677  1.56412  0.372
H  -0.51443  0.98876  0.79692  0.138
N  -2.35980  -0.36172  -0.54712  0.293
H  3.29259  0.19256  2.66291  0.287
H  -1.61595  2.22254  -3.08778  0.291
H  2.82602  -2.23406  0.89725  0.310
H  3.21388  2.50525  -0.96980  0.305
H  -3.42479  -1.18089  1.46564  0.298
H  -2.10996  -1.16722  2.70438  0.360
H  3.04654  -3.11836  -0.15989  0.316
H  1.84541  0.22703  2.68399  0.320
C  -2.64517  -1.09681  -1.77511  -1.188
C  -0.41779  -0.07932  0.98125  0.116
H  -1.09668  -1.87731  -0.06988  0.487
O  2.06384  -1.25642  -3.06270  -0.563
C  -1.55136  -1.06146  0.49280  0.137
O  0.25713  -0.71154  1.76847  -0.588
O  -3.03141  1.44575  0.65452  -0.481
O  2.57530  0.71138  2.26694  -0.581
O  -1.60692  1.49026  -2.45702  -0.549
H  2.43593  1.36636  -1.36805  0.309
H  -0.89704  1.74006  -1.84734  0.272
H  -3.12617  -0.50380  -2.54636  0.372
H  -2.20395  2.34664  2.48777  0.334
H  -0.74755  2.48251  2.15671  0.334
H  4.62183  -1.35059  -0.88477  0.332
H  3.99645  -0.36843  -0.04785  0.315
O  3.57373  -2.47688  0.33112  -0.665
O  4.47041  -0.38974  -0.88831  -0.610
H  -3.99400  0.92064  -1.00657  0.340
O  -1.33199  2.19913  2.87739  -0.627

Cartesian forces (eV/Å) of the 2 atoms listed first:
C 0.8 0.0 1.1
H 0.1 -0.4 -0.2